Record 1
24
Properties=species:S:1:pos:R:3 method="wB97M-V/def2-TZVPD" e_homo_ev=-5.911 e_tot_ha=-4131.892678 total_charge=-1 mol_weight_g_mol=438.79
Cu -0.197 0.297 0.158
F -0.893 2.714 -0.745
C -0.069 3.442 0.008
F 0.461 4.403 -0.738
F -0.786 4.004 0.986
S 1.260 2.427 0.833
O 0.527 1.659 1.823
O 2.185 3.419 1.279
N 1.865 1.345 -0.156
S 2.002 1.596 -1.735
O 0.832 1.187 -2.452
O 2.618 2.849 -2.057
C 3.264 0.270 -2.079
F 3.131 -0.775 -1.275
F 4.497 0.764 -1.936
F 3.122 -0.139 -3.339
C -2.037 -2.151 1.537
S -1.784 -1.880 -0.210
O -0.323 -1.948 -0.388
O -2.563 -2.876 -0.901
O -2.198 -0.478 -0.433
H -1.664 -3.141 1.787
H -3.102 -2.085 1.747
H -1.492 -1.391 2.094

Record 2
11
Properties=species:S:1:pos:R:3 method="wB97M-V/def2-TZVPD" spin_multiplicity=3 e_homo_ev="-11.291 / -10.534" e_tot_ha=-1989.355943 s2=2.023 total_charge=+1 mol_weight_g_mol=157.54
H 3.553 -0.222 -0.728
C 0.786 -2.062 -0.131
C 0.608 -0.650 -0.075
O -0.499 -0.208 0.538
C -0.876 1.106 0.464
O -0.187 1.886 -0.207
O 1.846 -2.570 -0.548
H -0.112 -2.685 0.016
H 1.118 0.023 -0.768
Cu -1.737 2.695 0.579
Li 3.560 -1.982 -1.065

Record 3
7
Properties=species:S:1:pos:R:3 method="wB97M-V/def2-TZVPD" e_homo_ev="-8.131 / -8.731" e_tot_ha=-215.792647 total_charge=0 mol_weight_g_mol=58.06
C -0.252 1.269 0.818
C -0.570 0.203 -0.100
C 0.335 -0.762 -0.371
F 0.102 -1.958 -0.758
H 0.628 2.008 0.736
H -1.587 -0.064 -0.287
H 1.343 -0.696 -0.038